(1)
Density functional theory data (the ωB97M-V functional and the def2-TZVPD basis) for a molecular structure, C13H16F15O18S5V at a distorted geometry.

Results
Orbital gap (spin up / spin down)   6.824 / 6.818 eV
Max |F|   3.33 eV/A
HOMO energy (spin up / spin down)   -0.966 / -0.960 eV
Relative energy (zero: lowest compared OMol25 entry of this formula, charge and spin)   0.000 eV
Energy   -6292.31685 hartree

Geometry as ORCA input:
```
! RIJCOSX wB97M-V def2-TZVPD def2/J DEFGRID3
* xyz -3 2
O 1.343 -1.248 0.298
V 0.099 -0.711 -0.502
C 0.965 -2.664 -4.957
F 0.750 -2.770 -6.272
F 0.922 -3.929 -4.462
F 2.222 -2.232 -4.779
S -0.311 -1.412 -4.180
O -1.549 -2.072 -4.439
O 0.018 -1.330 -2.752
O -0.190 -0.116 -4.852
C -4.358 0.774 -0.661
F -4.741 -0.274 0.083
F -5.445 1.179 -1.317
F -3.834 1.791 0.026
S -3.137 0.170 -1.944
O -2.924 1.301 -2.820
O -1.921 -0.302 -1.188
O -3.802 -0.929 -2.619
C -0.927 -5.419 -1.165
F 0.090 -5.319 -2.003
F -1.776 -6.315 -1.667
F -0.407 -5.885 0.017
S -1.813 -3.785 -0.866
O -2.833 -3.973 0.165
O -0.756 -2.811 -0.589
O -2.390 -3.640 -2.183
C -1.070 3.652 1.143
F -0.981 2.968 2.294
F -2.351 3.828 0.838
F -0.517 4.854 1.277
S -0.113 2.718 -0.267
O -0.190 1.268 0.035
O -0.787 3.060 -1.495
O 1.245 3.222 -0.108
C 4.114 1.781 -2.136
F 4.790 0.884 -1.425
F 3.811 2.851 -1.411
F 4.904 2.129 -3.172
S 2.384 1.077 -2.778
O 1.617 2.236 -3.235
O 2.773 0.189 -3.838
O 1.727 0.367 -1.678
C 2.615 2.048 3.708
C 3.442 2.627 2.551
C 3.614 1.417 1.628
O 2.926 0.364 2.280
C 3.054 0.573 3.707
H 1.586 2.177 3.379
H 2.932 2.463 4.669
H 4.370 2.999 2.993
H 2.883 3.471 2.149
H 4.683 1.200 1.516
H 3.220 1.592 0.628
H 4.044 0.355 4.117
H 2.340 -0.017 4.284
C -1.942 0.337 3.295
C -3.091 -0.584 2.876
C -2.478 -1.378 1.742
O -1.194 -0.855 1.485
C -0.699 -0.289 2.746
H -1.950 0.616 4.352
H -2.021 1.304 2.798
H -3.895 0.063 2.525
H -3.426 -1.279 3.646
H -3.014 -1.324 0.795
H -2.534 -2.463 1.861
H 0.086 0.382 2.397
H -0.202 -0.959 3.456
*
```

***

(2)
Density functional theory data (the ωB97M-V functional and the def2-TZVPD basis) for a molecular structure, C13H16FeN2PSe at a distorted geometry.

Results
Orbital gap (spin up / spin down)   5.292 / 6.572 eV
Max |F|   3.36 eV/A
HOMO energy (spin up / spin down)   -5.242 / -6.864 eV
Energy   -4620.72729 hartree

Geometry as ORCA input:
```
! RIJCOSX wB97M-V def2-TZVPD def2/J DEFGRID3
* xyz 0 6
C 0.721 3.190 -1.519
C 0.978 3.781 -2.739
C 0.614 3.277 -4.011
C -0.316 2.205 -4.166
C -0.991 1.589 -3.135
Fe -0.038 1.550 -1.592
P -1.226 2.054 0.173
H 1.220 3.630 -0.639
H 1.529 4.727 -2.766
H 1.003 3.776 -4.904
H -1.875 0.973 -3.365
H -0.540 1.913 -5.207
H -2.420 1.305 0.398
H -1.737 3.352 0.436
H -0.601 1.905 1.438
C 2.055 -0.317 1.877
N 0.830 -0.869 1.336
C 0.443 -0.781 0.027
Se 1.488 -0.033 -1.366
N -0.665 -1.575 -0.089
C -0.901 -2.268 1.104
C -1.560 -3.474 1.302
C -1.170 -4.235 2.412
C -0.241 -3.750 3.354
C 0.316 -2.475 3.206
C 0.027 -1.795 2.021
H 2.384 0.504 1.232
H 2.842 -1.077 1.939
H 1.887 0.052 2.893
H -1.186 -1.718 -0.953
H -2.331 -3.780 0.596
H -1.578 -5.235 2.556
H 0.072 -4.372 4.196
H 0.970 -2.028 3.957
*
```

***

(3)
Density functional theory data (the ωB97M-V functional and the def2-TZVPD basis) for a single C13H16N2O6 molecule at a distorted geometry.

Results
Orbital gap   9.029 eV
Max |F|   3.33 eV/A
HOMO energy   -8.581 eV
Relative energy (zero: lowest compared OMol25 entry of this formula, charge and spin)   2.662 eV
Energy   -1065.92154 hartree

Geometry as ORCA input:
```
! RIJCOSX wB97M-V def2-TZVPD def2/J DEFGRID3
* xyz 0 1
C 0.198 -0.255 0.368
C -1.005 -0.153 1.393
C 1.443 -0.674 1.199
C 2.753 -0.510 0.516
C 3.314 -1.507 -0.360
C 3.457 0.604 0.930
C 4.544 -1.252 -0.903
C 4.730 0.853 0.344
C 5.209 -0.075 -0.635
C -2.678 0.461 -0.467
C -2.732 2.021 -0.522
C -3.976 -0.145 -1.042
C -3.886 -1.613 -0.574
H 1.088 0.788 -1.150
H 0.712 1.812 0.261
H -0.142 -0.962 -0.429
H 1.353 -1.751 1.279
H 1.264 -0.307 2.187
H 2.855 -2.426 -0.612
H 2.852 1.164 1.631
H 4.939 -1.972 -1.589
H 5.306 1.703 0.573
H 6.495 -0.345 -1.975
H -3.115 0.017 1.602
H -1.774 0.311 -1.147
H -4.890 0.287 -0.450
H -4.106 -0.040 -2.154
H -4.858 -3.070 -0.095
H -0.880 2.234 -0.530
N 0.406 1.029 -0.362
N -2.318 0.040 0.919
O -0.809 0.098 2.551
O 6.418 0.162 -1.116
O -3.762 2.531 -0.816
O -2.858 -2.286 -0.472
O -5.091 -2.174 -0.269
O -1.641 2.736 -0.228
*
```

***

(4)
Density functional theory data (the ωB97M-V functional and the def2-TZVPD basis) for a molecular structure, C13H16N3NaO3S2 at a distorted geometry.

Results
Orbital gap   7.493 eV
Max |F|   1.00 eV/A
HOMO energy   -7.452 eV
Energy   -1853.67986 hartree

Geometry as ORCA input:
```
! RIJCOSX wB97M-V def2-TZVPD def2/J DEFGRID3
* xyz 0 1
Na 1.185 -0.113 -1.287
N -4.203 3.175 3.983
C -3.379 2.371 3.206
C -3.603 0.997 3.114
C -2.809 0.210 2.298
C -1.782 0.780 1.558
C -1.553 2.146 1.649
C -2.340 2.936 2.460
S -0.780 -0.229 0.505
O -1.264 -1.579 0.687
O -0.903 0.323 -0.849
N 0.735 -0.032 0.870
C 1.292 -0.578 1.997
S 0.409 -1.174 3.366
C 1.898 -1.548 4.144
C 2.926 -1.187 3.341
N 2.592 -0.648 2.127
H -4.691 2.704 4.727
H -3.806 4.051 4.280
H -4.402 0.540 3.685
H -2.978 -0.855 2.231
H -0.747 2.598 1.084
H -2.155 4.001 2.522
H 1.938 -2.008 5.116
H 3.969 -1.316 3.588
C 2.563 -1.911 -5.153
C 1.613 -0.795 -5.626
C 1.149 -0.120 -4.328
O 1.988 -0.640 -3.282
C 2.297 -1.988 -3.659
H 3.601 -1.632 -5.330
H 2.380 -2.860 -5.653
H 0.763 -1.191 -6.178
H 2.130 -0.092 -6.276
H 0.107 -0.360 -4.097
H 1.268 0.962 -4.328
H 1.441 -2.635 -3.431
H 3.151 -2.306 -3.063
*
```